Computed, not measured: a cluster of 10 separate species, C41H71BBrFN3O31 in total in a non-equilibrium geometry, with wB97M-V/def2-TZVPD.

Geometry as ORCA input:
```
! RIJCOSX wB97M-V def2-TZVPD def2/J DEFGRID3
* xyz 1 1
C -2.14 1.26 0.16
N -1.91 0.14 1.06
C -3.06 -0.69 1.27
C -3.27 -1.64 0.13
C -2.43 -1.98 -0.88
Br -0.72 -1.46 -1.29
N -3.12 -2.88 -1.68
O -2.68 -3.45 -2.82
C -1.97 -4.69 -2.54
O -2.63 -5.65 -2.36
C -0.51 -4.58 -2.52
C 0.18 -5.16 -1.45
C 1.56 -5.05 -1.40
C 2.25 -4.39 -2.41
C 1.56 -3.83 -3.49
C 0.17 -3.90 -3.54
C -4.36 -3.11 -1.22
B -5.42 -4.11 -1.93
O -6.09 -3.66 -3.04
O -5.58 -5.32 -1.36
N -4.44 -2.36 -0.10
C -5.70 -2.32 0.66
C -5.57 -2.22 2.15
F -6.34 -3.48 0.29
H -2.74 0.94 -0.69
H -1.19 1.62 -0.23
H -2.62 2.11 0.65
H -1.53 0.46 1.95
H -2.95 -1.24 2.20
H -3.99 -0.10 1.38
H -0.36 -5.68 -0.68
H 2.11 -5.48 -0.58
H 3.32 -4.31 -2.38
H 2.08 -3.33 -4.28
H -0.37 -3.47 -4.36
H -7.04 -3.68 -2.91
H -5.35 -6.06 -1.94
H -6.30 -1.50 0.25
H -5.75 -1.21 2.50
H -6.28 -2.91 2.59
H -4.58 -2.52 2.48
C -0.72 2.67 5.43
O 0.34 1.72 5.25
C 0.29 1.02 4.13
O -0.56 1.10 3.28
O 1.35 0.21 4.09
C 1.42 -0.58 2.90
H -0.53 3.15 6.38
H -0.71 3.41 4.63
H -1.69 2.16 5.46
H 1.51 0.06 2.02
H 0.53 -1.20 2.82
H 2.30 -1.20 2.98
C 2.33 5.54 5.60
O 0.96 5.84 5.91
C 0.76 7.08 6.36
O 1.60 7.92 6.52
O -0.54 7.22 6.60
C -0.92 8.52 7.08
H 2.34 4.52 5.25
H 2.70 6.21 4.83
H 2.95 5.64 6.49
H -0.66 9.28 6.35
H -0.42 8.73 8.02
H -1.99 8.48 7.22
C 8.35 -7.04 -2.68
O 7.11 -6.40 -3.00
C 6.07 -7.22 -3.08
O 6.09 -8.41 -2.89
O 4.99 -6.50 -3.39
C 3.79 -7.27 -3.50
H 9.09 -6.24 -2.66
H 8.29 -7.52 -1.70
H 8.61 -7.77 -3.43
H 3.55 -7.76 -2.56
H 3.87 -8.02 -4.29
H 3.01 -6.57 -3.75
C -6.00 8.71 2.06
O -4.73 8.06 1.93
C -3.96 8.15 3.01
O -4.25 8.73 4.03
O -2.82 7.52 2.77
C -1.89 7.56 3.86
H -6.51 8.55 1.11
H -6.58 8.28 2.87
H -5.87 9.77 2.23
H -2.30 7.08 4.74
H -1.61 8.59 4.08
H -1.01 7.01 3.53
C -1.48 -2.37 -9.16
O -1.70 -3.18 -8.00
C -2.94 -3.17 -7.53
O -3.87 -2.55 -7.98
O -2.99 -3.96 -6.45
C -4.26 -4.03 -5.82
H -0.43 -2.48 -9.41
H -2.10 -2.72 -9.99
H -1.69 -1.33 -8.95
H -5.02 -4.45 -6.48
H -4.57 -3.05 -5.47
H -4.13 -4.70 -4.97
C 2.81 11.50 2.84
O 1.64 11.99 2.16
C 0.67 11.10 2.02
O 0.69 9.96 2.41
O -0.35 11.68 1.39
C -1.47 10.83 1.18
H 3.50 12.33 2.87
H 2.55 11.18 3.85
H 3.24 10.67 2.29
H -1.88 10.49 2.13
H -1.20 9.97 0.56
H -2.21 11.43 0.66
C 0.06 1.26 -7.20
O 1.49 1.34 -7.28
C 2.02 0.57 -8.24
O 1.40 -0.14 -8.99
O 3.34 0.73 -8.22
C 4.04 -0.03 -9.21
H -0.21 1.93 -6.39
H -0.39 1.60 -8.13
H -0.26 0.25 -6.98
H 3.73 0.26 -10.21
H 3.88 -1.09 -9.06
H 5.09 0.21 -9.07
C -2.21 -8.88 -0.02
O -1.13 -9.63 -0.59
C -0.06 -9.73 0.20
O 0.05 -9.24 1.29
O 0.85 -10.46 -0.43
C 2.06 -10.66 0.31
H -2.99 -8.86 -0.78
H -2.58 -9.35 0.88
H -1.89 -7.86 0.20
H 1.86 -11.19 1.24
H 2.55 -9.71 0.52
H 2.70 -11.26 -0.34
C 8.22 1.69 5.32
O 6.85 1.93 4.96
C 5.97 1.41 5.81
O 6.23 0.78 6.80
O 4.74 1.70 5.37
C 3.68 1.20 6.19
H 8.81 2.17 4.55
H 8.44 2.13 6.29
H 8.43 0.63 5.35
H 3.75 1.63 7.19
H 3.72 0.11 6.25
H 2.76 1.51 5.72
*
```

Results
HOMO level in eV: -11.4
Kohn-Sham gap in eV: 8.75
Strongest force on any atom in Eh/bohr: 0.022